Formula: C8H10Cl2
Source: the Open Molecules 2025 dataset
Level of theory: ωB97M-V with the def2-TZVPD basis set

Structure (XYZ):
```
20
Properties=species:S:1:pos:R:3:mulliken_charge:R:1
Cl 1.982 -0.640 2.208 -0.1971
Cl -1.844 1.302 1.814 -0.2060
C -0.448 0.995 -1.895 -0.3528
C -0.999 -1.104 -0.833 -0.2779
C 1.308 -0.552 -1.294 -0.3099
C 0.907 0.664 -1.848 -0.3952
C -1.401 0.111 -1.387 -0.4152
C 0.237 -0.313 2.369 -0.4355
C -0.099 0.974 1.652 0.0013
C 0.356 -1.436 -0.786 -0.3749
H 0.145 0.915 0.574 -0.1427
H 0.456 1.833 2.076 0.3978
H 2.374 -0.813 -1.257 0.3450
H -2.466 0.373 -1.424 0.3604
H -1.749 -1.800 -0.433 0.3474
H -0.007 -0.254 3.448 0.3781
H -0.764 1.952 -2.331 0.3334
H -0.318 -1.172 1.946 0.2244
H 0.672 -2.393 -0.350 0.3736
H 1.657 1.359 -2.248 0.3459
```

Values from the calculation:
HOMO level = -0.3489 Ha
Relative energy (zero: lowest compared OMol25 entry of this formula, charge and spin) = 0.000 eV
HOMO-LUMO gap = 10.4 eV
Structure (SMILES) = c1ccccc1.ClCCCl
F_max = 0.9 eV Å⁻¹

=====

Formula: C8H10Cl3FIN2O2PS
Source: the Open Molecules 2025 dataset
Level of theory: ωB97M-V with the def2-TZVPD basis set

Structure (XYZ):
```
29
Properties=species:S:1:pos:R:3:mulliken_charge:R:1
I -4.469 -1.318 -0.725 0.0826
Cl 2.818 2.230 -4.468 -0.1303
Cl 2.764 5.055 -3.795 -0.1285
Cl 0.584 3.882 -5.315 -0.1283
S 2.218 -1.402 3.349 -0.3363
P 2.018 0.026 2.086 0.6510
F 1.170 -1.461 0.157 -0.3374
O 1.764 1.458 2.681 -0.4851
O 3.314 0.246 1.210 -0.4878
N 0.660 1.531 -1.038 -0.4550
N -1.124 0.864 3.393 -0.5394
C 0.695 0.726 -0.202 -0.0834
C 0.719 -0.347 0.782 0.8849
C -2.670 -1.820 0.356 -0.3609
C -0.972 0.140 2.494 -0.2509
C 1.793 3.605 -4.060 0.2849
C -1.971 -2.987 -0.364 -1.0524
C -0.658 -0.666 1.336 0.4627
C -1.803 -0.560 0.314 -1.4101
H -1.452 -0.452 -0.699 0.5250
H -0.605 -1.691 1.668 0.3472
H -1.645 -3.748 0.328 0.2731
H 0.853 1.764 2.591 0.3345
H -2.424 0.294 0.514 0.6171
H -1.104 -2.641 -0.898 0.2739
H 1.276 3.372 -3.139 0.1110
H 3.778 -0.592 1.152 0.3601
H -2.632 -3.427 -1.084 0.4249
H -2.896 -2.079 1.374 0.5530
```

Values from the calculation:
HOMO level = -0.3641 Ha
HOMO-LUMO gap = 10.0 eV
Structure (SMILES) = C[C@H](I)C[C@H](C#N)[C@@](F)(C#N)P(O)(O)=S.ClC(Cl)Cl
F_max = 2.7 eV Å⁻¹

=====

Formula: C8H10ClIIrNO5
Source: the Open Molecules 2025 dataset
Level of theory: ωB97M-V with the def2-TZVPD basis set

Structure (XYZ):
```
27
Properties=species:S:1:pos:R:3:mulliken_charge:R:1
Ir -0.933 -0.360 0.601 1.2225
I 0.361 3.540 -0.088 0.1580
Cl -4.201 2.650 0.628 0.8337
O -4.041 3.393 -0.645 -0.4081
O -1.122 1.036 1.818 -0.6936
O -1.943 -1.113 -0.779 -0.6902
O 0.544 -1.869 2.652 -0.3324
O -5.538 2.679 1.223 -0.4382
N 0.301 0.793 -1.085 -0.3806
C 2.262 1.086 -2.989 -0.2655
C 1.937 2.123 -2.156 -0.4854
C -0.314 -1.832 1.642 0.4328
C 1.508 -0.098 -2.919 -0.7934
C 0.948 1.936 -1.205 0.1107
C -0.929 -3.164 1.401 -1.1165
C 1.507 -0.762 2.774 -0.6172
C 0.519 -0.184 -1.965 -0.0555
H 1.776 -0.418 1.748 0.2862
H -0.366 -3.638 0.604 0.2685
H 2.331 -1.224 3.278 0.2773
H -0.885 -3.801 2.289 0.3495
H 3.050 1.218 -3.705 0.4109
H 1.739 -0.968 -3.512 0.3819
H -1.967 -3.040 1.097 0.3346
H -0.083 -1.067 -1.893 0.5645
H 2.489 3.063 -2.163 0.3367
H 1.049 0.021 3.349 0.3087
```

Values from the calculation:
HOMO level (spin up / spin down) = -0.2898 / -0.3207 Ha
Relative energy (zero: lowest compared OMol25 entry of this formula, charge and spin) = 0.000 eV
HOMO-LUMO gap (spin up / spin down) = 7.8 / 7.3 eV
F_max = 2.3 eV Å⁻¹
Spin multiplicity = 5

=====

Formula: C8H10ClN
Source: the Open Molecules 2025 dataset
Level of theory: ωB97M-V with the def2-TZVPD basis set

Structure (XYZ):
```
20
Properties=species:S:1:pos:R:3:mulliken_charge:R:1
Cl -1.434 3.170 0.013 -0.2476
N -0.062 1.512 -2.243 -0.4280
C -0.098 0.909 -1.036 0.4026
C -0.723 1.575 0.075 0.0929
C -0.175 -0.877 2.890 -1.3793
C 0.270 -1.054 0.390 -0.7669
C -0.681 0.962 1.333 -0.8486
C 0.311 -0.455 -0.881 1.0652
C -0.168 -0.341 1.500 0.6911
C 0.900 -1.126 -2.058 -1.7076
H 0.623 -2.078 0.477 0.3242
H -0.535 2.373 -2.295 0.1380
H 0.961 -2.195 -1.868 0.3892
H 0.662 -1.547 3.105 0.3591
H 0.242 -1.024 -2.941 0.3747
H 0.403 1.081 -3.025 0.1784
H -0.146 -0.076 3.673 0.3482
H 1.878 -0.765 -2.301 0.3467
H -1.153 1.408 2.192 0.3730
H -1.078 -1.452 2.999 0.2946
```

Values from the calculation:
HOMO level = -0.2783 Ha
Relative energy (zero: lowest compared OMol25 entry of this formula, charge and spin) = 0.401 eV
HOMO-LUMO gap = 8.4 eV
Structure (SMILES) = Cc1cc(C)c(N)c(Cl)c1
F_max = 2.1 eV Å⁻¹

=====

Formula: C8H10ClNO2
Source: the Open Molecules 2025 dataset
Level of theory: ωB97M-V with the def2-TZVPD basis set

Structure (XYZ):
```
22
Properties=species:S:1:pos:R:3:mulliken_charge:R:1
Cl 2.997 -2.521 -1.681 -0.2085
O -0.653 0.595 -2.321 -0.6365
O 1.694 -3.202 1.010 -0.6926
N -0.688 2.848 0.598 -0.6010
C -1.635 0.412 0.621 -0.9743
C -0.610 -0.376 -0.072 0.5635
C 0.002 -1.493 0.639 -0.6520
C 1.766 -1.673 -0.970 0.3020
C -1.148 1.683 1.384 -0.4323
C 1.038 -0.891 -1.820 -0.7723
C 1.156 -2.154 0.279 0.7096
C -0.003 -0.068 -1.268 0.3834
H -0.402 1.355 2.251 0.2286
H 0.604 3.082 0.482 0.2845
H -1.061 3.456 -0.262 0.2780
H -2.428 0.629 -0.196 0.3295
H 3.050 -3.064 0.930 0.3796
H -2.039 1.901 1.997 0.2876
H -0.374 1.947 -1.812 0.3281
H -0.445 -1.872 1.648 0.1934
H 1.536 -0.589 -2.817 0.2770
H -2.356 -0.005 1.380 0.4249
```

Values from the calculation:
HOMO level = -0.3003 Ha
Relative energy (zero: lowest compared OMol25 entry of this formula, charge and spin) = 8.151 eV
HOMO-LUMO gap = 7.8 eV
F_max = 7.2 eV Å⁻¹

=====

Formula: C8H10CrF6NO3P
Source: the Open Molecules 2025 dataset
Level of theory: ωB97M-V with the def2-TZVPD basis set

Structure (XYZ):
```
30
Properties=species:S:1:pos:R:3:mulliken_charge:R:1
Cr 0.245 -0.681 -0.057 0.2453
P -2.045 -1.221 1.681 1.4712
F -0.978 -2.125 0.549 -0.4715
F -3.242 -2.086 1.179 -0.3069
F -2.267 -0.200 0.421 -0.3491
F -1.616 -2.241 2.785 -0.3133
F -0.601 -0.365 1.883 -0.3777
F -2.832 -0.300 2.654 -0.2960
O 2.230 -0.159 0.100 -0.2907
O -0.021 1.239 -0.295 -0.2186
O 2.634 -1.317 1.975 -0.3016
N -0.541 -0.609 -1.999 0.1210
C -0.633 -1.656 -2.836 -0.1049
C -0.838 1.712 -1.400 -0.4254
C -1.321 0.836 -3.726 -0.9609
C -1.403 -0.245 -4.588 -0.1670
C -1.060 -1.514 -4.137 -0.8193
C 1.959 -2.109 3.014 -0.5654
C -0.891 0.615 -2.432 0.6664
C 1.879 -0.871 1.042 0.7134
H -0.355 1.620 0.530 0.3364
H -1.120 -2.377 -4.783 0.4329
H 2.749 -2.694 3.468 0.2665
H -0.392 2.619 -1.803 0.4677
H -0.366 -2.622 -2.430 0.4660
H 1.514 -1.423 3.726 0.2877
H 1.208 -2.741 2.550 0.2897
H -1.591 1.833 -4.046 0.4539
H -1.840 1.932 -1.030 0.3216
H -1.736 -0.100 -5.607 0.4284
```

Values from the calculation:
Net charge = +1
HOMO level (spin up / spin down) = -0.5110 / -0.4950 Ha
HOMO-LUMO gap (spin up / spin down) = 9.2 / 9.3 eV
F_max = 1.6 eV Å⁻¹
Spin multiplicity = 2

=====

Q: Which of these has the lowest F_max?
A: C8H10Cl2

=====

What did the fourth record say?
Formula: C8H10ClN
Source: the Open Molecules 2025 dataset
Level of theory: ωB97M-V with the def2-TZVPD basis set

Structure (XYZ):
```
20
Properties=species:S:1:pos:R:3:mulliken_charge:R:1
Cl -1.434 3.170 0.013 -0.2476
N -0.062 1.512 -2.243 -0.4280
C -0.098 0.909 -1.036 0.4026
C -0.723 1.575 0.075 0.0929
C -0.175 -0.877 2.890 -1.3793
C 0.270 -1.054 0.390 -0.7669
C -0.681 0.962 1.333 -0.8486
C 0.311 -0.455 -0.881 1.0652
C -0.168 -0.341 1.500 0.6911
C 0.900 -1.126 -2.058 -1.7076
H 0.623 -2.078 0.477 0.3242
H -0.535 2.373 -2.295 0.1380
H 0.961 -2.195 -1.868 0.3892
H 0.662 -1.547 3.105 0.3591
H 0.242 -1.024 -2.941 0.3747
H 0.403 1.081 -3.025 0.1784
H -0.146 -0.076 3.673 0.3482
H 1.878 -0.765 -2.301 0.3467
H -1.153 1.408 2.192 0.3730
H -1.078 -1.452 2.999 0.2946
```

Values from the calculation:
HOMO level = -0.2783 Ha
Relative energy (zero: lowest compared OMol25 entry of this formula, charge and spin) = 0.401 eV
HOMO-LUMO gap = 8.4 eV
Structure (SMILES) = Cc1cc(C)c(N)c(Cl)c1
F_max = 2.1 eV Å⁻¹

=====

Q: Look up the F_max of the fifth one.
A: 7.2 eV Å⁻¹

=====

Q: Among the records above, which one has the highest F_max?
A: C8H10ClNO2